Version i
An isolated molecule of C5H9N3, computed with the ωB97M-V functional and the def2-TZVPD basis.

The geometry in XYZ format:
```
17
Properties=species:S:1:pos:R:3:lowdin_charge:R:1
C 1.424 -0.967 -0.385 -0.190
N 1.026 1.335 -0.767 -0.099
C -0.678 0.647 0.456 -0.311
H 1.287 1.865 -1.427 0.005
C 0.452 -1.669 0.527 -0.145
H 1.072 -1.672 1.464 0.127
H -1.868 -0.285 1.959 0.119
H 0.107 0.979 1.266 0.188
H -2.770 -0.298 0.440 0.091
H 0.201 -2.689 0.424 0.091
C -1.809 -0.143 0.849 -0.105
C -0.376 1.430 -0.736 -0.233
H 2.211 -1.800 -0.717 0.125
N 1.906 0.187 -0.765 0.079
N -0.719 -0.805 0.133 -0.053
H -0.927 1.207 -1.742 0.133
H -0.539 2.679 -0.981 0.178
```

LUMO energy in eV: 1.06
HOMO energy in eV: -8.2
HOMO-LUMO gap in hartree: 0.340



Version ii
An isolated molecule of C5H9N3, computed with the ωB97M-V functional and the def2-TZVPD basis.

The geometry in XYZ format:
```
17
Properties=species:S:1:pos:R:3:lowdin_charge:R:1
C 0.407 1.166 0.951 -0.068
H -0.318 1.505 1.942 0.166
N -0.054 0.237 -0.067 -0.180
H 1.009 -2.221 -1.370 0.125
C 1.021 -0.379 -0.643 -0.375
N -1.202 -0.046 -0.544 -0.217
C 2.246 -0.099 0.015 0.004
H -2.343 1.047 0.979 0.103
N 0.724 -1.249 -1.680 0.066
H -0.208 -0.829 -2.116 0.133
C -2.163 -0.010 0.391 -0.204
H -1.708 -0.870 1.303 0.175
H 2.512 1.312 1.438 0.044
H -3.195 -0.353 0.083 0.080
H 3.157 -0.500 -0.274 0.065
C 1.727 0.787 1.081 -0.134
H -1.613 0.501 -1.489 0.217
```

LUMO energy in eV: 0.69
HOMO energy in eV: -7.6
HOMO-LUMO gap in hartree: 0.303



Most stable structure among those shown: version ii. Next: +0.0299 hartree.